This record from the Open Molecules 2025 dataset describes a molecular structure, C28H42BrN3P2Pd in a non-equilibrium geometry. The level of theory is ωB97M-V with the def2-TZVPD basis set.

The geometry in XYZ format:
```
77
Properties=species:S:1:pos:R:3:forces:R:3:lowdin_charge:R:1
C -0.692 6.499 -3.399 -0.051 -0.768 -0.642 0.082
C -0.788 5.164 -3.908 -0.108 -0.500 -0.034 -0.142
C -1.212 5.001 -5.226 0.016 0.966 -0.050 0.045
C -1.404 6.141 -6.037 -0.398 -0.139 -1.520 0.024
N -1.212 7.371 -5.587 0.464 -3.514 2.531 0.332
C -0.917 7.561 -4.304 0.133 1.485 0.534 0.011
C -0.590 3.874 -3.194 -0.076 0.435 1.773 0.161
C -0.540 2.923 -2.371 -0.923 2.371 -0.051 -0.057
C -1.024 2.398 -1.025 -2.452 2.624 0.911 -0.411
C -0.228 2.394 0.161 -0.921 -0.779 -0.034 0.002
C -0.671 1.653 1.300 0.474 0.673 -1.890 -0.139
C -2.033 1.380 1.470 2.585 -1.304 -1.163 -0.635
C -2.918 1.767 0.466 -1.754 0.375 0.078 -0.122
C -2.465 2.254 -0.757 -2.143 0.218 0.380 -0.005
Pd -0.100 0.984 -1.963 1.307 -2.036 -0.977 0.766
P 1.887 -1.166 1.378 4.290 -1.350 0.396 1.168
H -1.438 4.005 -5.606 0.151 0.447 -0.312 0.150
H -0.509 6.736 -2.341 0.078 -0.047 -0.719 0.152
H -1.721 5.994 -7.062 -0.053 0.163 -0.197 0.168
H -0.855 8.599 -3.970 0.034 -0.154 0.073 0.171
H -3.324 2.626 -1.416 1.802 -0.806 0.308 0.168
H 0.667 2.973 0.177 1.066 -0.347 -0.063 0.128
H -3.986 1.549 0.825 1.251 0.843 -1.562 0.153
H 0.174 1.166 1.773 -0.584 0.407 1.169 0.035
C 2.161 -2.731 2.312 -1.493 -0.734 1.164 -0.377
C 3.002 -3.895 1.762 0.542 -0.473 -0.666 -0.106
H 1.160 -3.147 2.522 0.292 0.072 0.280 0.082
H 2.589 -2.419 3.285 -0.382 -0.002 -0.476 0.083
H 3.008 -4.719 2.509 -0.141 0.648 -0.292 0.115
H 2.584 -4.338 0.837 0.146 0.249 0.418 0.074
H 4.062 -3.641 1.572 -0.697 -0.037 0.064 0.079
C 2.320 -1.594 -0.367 -1.232 0.150 0.214 -0.396
C 3.127 -0.659 -1.197 0.200 0.660 -0.380 -0.125
H 1.333 -1.617 -0.775 -0.423 -0.533 -0.848 -0.012
H 2.769 -2.586 -0.361 -0.315 -0.156 0.178 0.099
H 2.930 -0.876 -2.242 0.155 -0.182 -0.262 0.090
H 2.820 0.374 -1.057 0.180 0.386 0.121 0.064
H 4.192 -0.765 -1.037 0.152 0.227 0.069 0.091
C 3.480 -0.370 1.819 -0.781 1.868 0.450 -0.382
C 4.793 -1.138 1.823 0.531 -0.667 -0.123 -0.097
H 3.332 0.055 2.817 0.077 0.187 -0.159 0.072
H 3.550 0.462 1.110 0.120 0.161 0.289 0.076
H 5.600 -0.414 1.982 -0.258 0.064 -0.013 0.109
H 4.871 -1.845 2.650 -0.133 0.022 -0.110 0.087
H 5.045 -1.659 0.893 -0.237 0.071 0.144 0.080
Br -2.531 0.002 2.599 -0.220 0.852 1.047 1.015
P -1.720 -2.139 -0.379 -1.094 -1.883 2.282 1.136
C -0.391 -3.282 -0.795 1.592 0.409 -0.758 -0.403
C -0.426 -4.759 -1.176 -0.373 -0.657 -0.122 -0.078
H 0.292 -3.233 0.088 -0.621 0.314 -0.361 0.062
H 0.164 -2.802 -1.618 -0.171 0.009 0.259 0.075
H 0.600 -5.034 -1.470 -0.321 0.199 0.027 0.101
H -0.676 -5.429 -0.349 -0.305 0.214 -0.127 0.093
H -1.070 -4.933 -2.035 -0.069 -0.193 0.085 0.089
C -2.729 -2.859 0.939 0.576 0.470 1.370 -0.417
C -4.125 -3.403 0.782 -0.988 -0.410 -0.292 -0.102
H -2.865 -2.013 1.650 0.456 -0.839 -0.539 -0.054
H -2.151 -3.644 1.454 0.255 0.457 -0.186 0.108
H -4.526 -3.544 1.798 0.137 0.039 -0.357 0.107
H -4.815 -2.727 0.271 0.090 -0.125 -0.080 0.082
H -4.126 -4.383 0.310 -0.136 0.047 -0.215 0.090
C -2.732 -1.149 -1.420 0.396 2.182 -1.488 -0.401
C -2.948 -1.690 -2.831 -0.195 0.245 -0.756 -0.110
H -2.122 -0.147 -1.564 -1.191 -1.539 0.404 0.056
H -3.724 -0.875 -0.965 1.160 -0.361 0.073 0.127
H -3.316 -0.846 -3.420 -0.183 -0.230 -0.081 0.091
H -2.024 -1.997 -3.326 0.015 -0.185 0.145 0.079
H -3.684 -2.494 -2.892 0.160 0.029 0.140 0.100
N 0.817 2.075 5.354 -1.723 0.893 -1.017 0.086
C 1.481 0.941 5.743 0.301 -0.124 -1.041 -0.037
C 1.435 0.094 4.652 -0.863 0.799 0.665 -0.147
N 0.660 0.664 3.670 0.337 0.179 -0.301 -0.021
C 0.272 1.870 4.083 2.466 -1.882 2.122 -0.153
H 0.567 2.926 5.894 0.626 -1.133 -0.223 0.191
H 2.003 0.813 6.676 -0.182 0.224 0.113 0.135
H 1.810 -0.910 4.554 0.048 0.069 0.192 0.084
H -0.227 2.583 3.484 -0.469 0.690 0.017 0.103
```
Positions in Å, forces in eV/Å.

For the HOMO-LUMO gap (spin up / spin down), the calculation gives 0.210 / 0.125 Ha. Its energy above the lowest of the compared OMol25 structures with the same formula, charge and spin is 89.5 kcal/mol. The charge is +4. Its expectation value of S² is 6.078. As for the multiplicity: 5. The calculation puts the HOMO energy (spin up / spin down) at -17.88 / -17.87 eV.